No. 1
Formula: C62H76N5O4PReS2
Source: OMol25
Level of theory: ωB97M-V with the def2-TZVPD basis set

Results
HOMO (alpha / beta)   -0.267 / -0.273 Eh
Calculated total energy   -4198.94463 Eh
Relative energy (zero: lowest compared OMol25 entry of this formula, charge and spin)   1.111 eV
Max |F|   2.77 eV/Å

Structure (ORCA input):
```
! wB97M-V def2-TZVPD RIJCOSX def2/J DEFGRID3
* xyz 0 4
Re 0.07420 -0.70360 0.04870
C -2.96710 0.91930 -0.98640
N -2.13830 1.26090 0.15840
C -2.91740 1.18720 1.38700
C -1.60020 2.60650 0.00280
C -0.25950 2.62680 -0.71990
N 0.78330 1.82200 -0.08620
C 1.97960 1.89420 -0.92160
C 2.06730 1.01800 -2.15910
C 3.26170 1.15790 -2.84940
C 3.54140 0.47570 -4.02050
C 2.51200 -0.28040 -4.56760
C 1.29930 -0.46170 -3.93460
C 1.10050 0.10450 -2.64120
O 0.04570 -0.26460 -1.93510
C 0.18800 -1.25850 -4.60880
C -0.11580 -2.52590 -3.80240
C -1.05610 -0.36380 -4.68470
C 0.52430 -1.69700 -6.03990
C 4.92460 0.57640 -4.64160
C 5.06370 -0.28230 -5.90060
C 5.95020 0.07990 -3.61040
C 5.21660 2.03630 -5.01660
C 1.11170 2.29650 1.26910
C 1.91770 1.34810 2.12900
C 3.16670 1.69980 2.60720
C 3.86200 0.88390 3.49040
C 3.23400 -0.28540 3.91830
C 1.98270 -0.68500 3.48800
C 1.32920 0.12330 2.52260
O 0.20710 -0.25360 1.95800
C 1.28780 -1.92460 4.04430
C -0.09660 -1.51400 4.57000
C 2.06800 -2.56390 5.19810
C 1.12580 -2.99220 2.95310
C 5.23850 1.23100 4.04620
C 5.73130 2.60220 3.57130
C 6.24780 0.15980 3.60440
C 5.16850 1.25970 5.58120
H -3.77030 1.65450 -1.13760
H -3.43620 -0.04720 -0.82310
H -2.35150 0.86880 -1.87860
H -3.68450 1.97240 1.41930
H -2.25730 1.29090 2.24580
H -3.41840 0.22720 1.45460
H -1.49060 3.06010 0.98970
H -2.30250 3.23950 -0.56510
H 0.06270 3.68050 -0.79910
H -0.39110 2.23190 -1.72950
H 2.83350 1.64780 -0.28660
H 2.11850 2.94120 -1.25480
H 4.00650 1.81930 -2.43190
H 2.66660 -0.75970 -5.51570
H -0.48710 -2.26540 -2.81700
H 0.78410 -3.12840 -3.69090
H -0.86960 -3.11970 -4.31460
H -1.36260 -0.05460 -3.69150
H -1.87750 -0.89980 -5.15240
H -0.84350 0.52390 -5.27770
H 1.33280 -2.42260 -6.06080
H 0.77750 -0.85100 -6.67480
H -0.35190 -2.18220 -6.46540
H 4.86730 -1.32830 -5.67860
H 6.07910 -0.20580 -6.28320
H 4.38330 0.05090 -6.68060
H 5.71500 -0.94130 -3.31500
H 5.94520 0.69930 -2.71750
H 6.95320 0.09610 -4.03290
H 4.47460 2.39260 -5.72890
H 6.20310 2.12210 -5.46920
H 5.18520 2.68070 -4.14230
H 0.16970 2.45230 1.79680
H 1.63450 3.26640 1.20290
H 3.59440 2.63110 2.26960
H 3.75500 -0.90870 4.62390
H 0.00350 -0.74400 5.33280
H -0.60430 -2.37110 5.00630
H -0.71720 -1.12920 3.76530
H 2.26080 -1.84810 5.99230
H 3.01060 -2.98310 4.85250
H 1.48070 -3.37760 5.61670
H 0.44520 -2.65380 2.17700
H 0.70650 -3.90010 3.38330
H 2.08940 -3.23300 2.50510
H 5.80990 2.63700 2.48710
H 6.71770 2.80500 3.98470
H 5.05850 3.38930 3.90640
H 6.32590 0.13460 2.52000
H 5.94070 -0.82590 3.94340
H 7.23460 0.36900 4.01440
H 4.39560 1.95010 5.91190
H 6.12130 1.58330 5.99550
H 4.94180 0.27750 5.98530
C 0.49070 -6.24450 -6.06520
O 1.47820 -5.27900 -5.79690
C 2.35140 -5.52020 -4.78150
C 2.45070 -6.72440 -4.08940
C 3.34940 -6.86620 -3.05020
C 4.11150 -5.77690 -2.63430
C 4.05610 -4.58670 -3.36960
C 3.20770 -4.46880 -4.44220
N 4.96330 -5.93020 -1.54980
N 5.10450 -5.07740 -0.66690
C 4.31720 -3.97560 -0.45750
C 4.97470 -2.80530 -0.06900
C 4.30810 -1.61510 0.10400
C 2.91410 -1.55380 -0.05810
O 2.23440 -0.48320 0.08820
C 2.20720 -2.75340 -0.37010
N 0.85130 -2.62540 -0.45330
C 0.14790 -3.72620 -0.69090
C 0.72190 -4.98880 -0.73490
C 2.08840 -5.13570 -0.63840
C 2.88660 -3.98390 -0.53340
H -0.12200 -5.82610 -6.86310
H -0.13240 -6.43480 -5.18190
H 0.92870 -7.18710 -6.41050
H 1.82950 -7.56370 -4.35240
H 3.44080 -7.80810 -2.52790
H 4.71240 -3.77000 -3.10610
H 3.17700 -3.55120 -5.00860
H 6.04670 -2.85400 0.04830
H 4.82810 -0.71020 0.37460
H -0.92010 -3.61340 -0.80760
H 0.08150 -5.84940 -0.83170
H 2.53670 -6.11620 -0.61010
S -5.28700 -1.62390 0.59120
P -3.71730 -2.73860 0.22130
S -1.92250 -1.92660 0.87740
C -3.67660 -4.25290 1.23680
C -2.90290 -5.34010 0.85520
C -2.83100 -6.44710 1.67710
C -3.52600 -6.46480 2.87570
C -4.31070 -5.38590 3.24630
C -4.38220 -4.27410 2.42780
C -3.85780 -3.35120 -1.50140
C -3.53170 -2.51800 -2.56190
C -3.99410 -2.81040 -3.83390
C -4.76350 -3.94040 -4.05100
C -5.02500 -4.81130 -3.00650
C -4.58530 -4.51520 -1.72960
H -2.37670 -5.31900 -0.08810
H -2.23430 -7.29830 1.38270
H -3.45560 -7.32860 3.51820
H -4.86460 -5.41300 4.17250
H -4.98720 -3.41480 2.68350
H -2.92120 -1.64350 -2.38530
H -3.78210 -2.14020 -4.65400
H -5.17300 -4.13890 -5.03080
H -5.60060 -5.70940 -3.17660
H -4.81560 -5.18430 -0.91160
*
```

=====

No. 2
Formula: C62H78B2MgN6O28
Source: OMol25
Level of theory: ωB97M-V with the def2-TZVPD basis set

Results
HOMO   -0.337 Eh
Calculated total energy   -5095.01169 Eh
Max |F|   4.90 eV/Å

Structure (ORCA input):
```
! wB97M-V def2-TZVPD RIJCOSX def2/J DEFGRID3
* xyz 0 1
Mg -2.02215 0.65013 -4.54183
O 2.16864 -0.25046 -3.51176
C 1.64983 -0.15969 -2.47215
O 2.08301 -0.09746 -1.23083
B 0.96407 0.03427 -0.29274
O -0.30568 -0.21591 -1.11871
C 0.12657 -0.14044 -2.35748
O -0.64301 -0.13077 -3.29963
O 0.82018 1.40357 0.27176
C 0.79047 1.31872 1.61014
O 0.56791 2.20065 2.31382
C 0.97132 -0.22314 1.97429
O 0.94897 -0.88139 0.81625
O 0.99140 -0.64471 3.06677
O -2.77398 5.20357 -5.22463
C -1.61383 4.92642 -5.27470
O -0.58506 5.67097 -5.38239
B 0.59031 4.88017 -4.96259
O 0.04402 3.53034 -4.51546
C -1.15954 3.49578 -4.97826
O -1.82219 2.48435 -5.15875
O 1.34055 5.58923 -3.95373
C 2.61635 5.73557 -4.36381
O 3.49249 6.25991 -3.77885
C 2.74871 5.13884 -5.84601
O 1.54009 4.60223 -6.10356
O 3.72599 5.11578 -6.54349
N -2.91089 -1.39449 -4.52368
C -3.98963 -1.66239 -5.28198
C -4.51773 -2.87843 -5.54518
C -3.70195 -3.98260 -5.19728
C -2.52395 -3.70905 -4.48209
C -2.19766 -2.43858 -4.10587
H -4.49102 -0.78616 -5.64439
H -5.41984 -2.93564 -6.09688
H -3.97809 -5.01661 -5.42934
H -1.85961 -4.51581 -4.18805
H -1.28386 -2.25848 -3.57622
N -3.17457 -2.86790 -1.22852
C -2.61246 -2.29793 -0.16329
C -3.34783 -1.84025 0.92629
C -4.70453 -2.00605 0.95968
C -5.28322 -2.65289 -0.14965
C -4.51784 -2.98071 -1.24452
H -1.51435 -2.08001 -0.28268
H -2.82472 -1.40569 1.79895
H -5.32187 -1.63975 1.75296
H -6.31733 -2.93612 -0.14250
H -4.86357 -3.42025 -2.16236
N -3.91308 1.21211 -3.44978
C -4.05338 0.43021 -2.34657
C -4.56901 0.87292 -1.13077
C -5.19048 2.15286 -1.14421
C -5.09630 2.91422 -2.33778
C -4.45280 2.43601 -3.43843
H -3.70155 -0.59666 -2.36976
H -4.59988 0.24410 -0.27168
H -5.54365 2.57651 -0.23339
H -5.52242 3.89200 -2.40430
H -4.36087 2.96307 -4.34153
N -2.03677 3.80032 -2.36520
C -2.48383 4.89702 -1.67655
C -2.57306 4.84769 -0.26071
C -2.34435 3.66839 0.43295
C -1.96393 2.56203 -0.30860
C -1.81298 2.65098 -1.69822
H -2.67598 5.79013 -2.23514
H -2.92504 5.74291 0.28448
H -2.56057 3.64756 1.49199
H -1.86039 1.58008 0.20200
H -1.45586 1.75486 -2.25210
N -0.77967 0.26218 -6.25490
C -0.80590 1.02201 -7.36641
C 0.04698 0.80151 -8.42058
C 0.93845 -0.24847 -8.34649
C 0.85323 -1.14143 -7.25765
C -0.01914 -0.81073 -6.20435
H -1.48837 1.88237 -7.32923
H 0.04007 1.50043 -9.22285
H 1.75017 -0.36977 -9.03790
H 1.54946 -1.95164 -7.06373
H 0.06402 -1.33466 -5.27458
N -0.33770 4.89022 5.83358
C 0.21258 4.86936 7.04630
C 0.98673 3.81865 7.52447
C 1.22791 2.78909 6.66626
C 0.71656 2.78171 5.38257
C -0.08390 3.85368 4.99934
H 0.04296 5.75191 7.67417
H 1.28185 3.81167 8.59056
H 1.80991 1.92204 6.95474
H 0.79382 2.01206 4.64306
H -0.47174 3.97859 4.04042
O -4.47819 1.18733 1.92329
C -3.92451 0.97733 3.03648
O -4.63467 0.99989 4.16500
C -6.06064 1.26610 4.04079
C -6.89498 0.66132 5.14705
C -2.45481 0.90596 3.16967
H -6.35054 0.83674 3.09100
H -6.25187 2.31006 3.96711
H -7.06038 -0.41936 5.01061
H -7.85154 1.20998 5.09630
H -6.51214 0.82066 6.17168
H -1.96866 0.80035 2.20796
H -2.10685 0.10048 3.86000
H -2.20690 1.86486 3.64992
O 2.86142 -0.63917 6.94205
C 3.42426 -1.12570 5.99150
O 3.55205 -2.41894 5.83759
C 3.13540 -3.25721 6.90662
C 3.34027 -4.72607 6.45090
C 3.99407 -0.28670 4.89934
H 2.09909 -3.01330 7.13852
H 3.70336 -2.97797 7.80124
H 4.28019 -4.81749 5.92047
H 2.51151 -5.02893 5.86939
H 3.39235 -5.31973 7.34117
H 5.01758 -0.02773 5.11914
H 3.33623 0.56259 4.83311
H 4.06222 -0.82657 3.93609
O 3.68538 1.17097 1.35244
C 4.18839 2.27608 1.43169
O 4.57705 3.04652 0.40156
C 4.33270 2.47265 -0.94951
C 4.07310 3.63108 -1.85395
C 4.02638 3.04422 2.73135
H 3.54155 1.70957 -0.84708
H 5.18877 1.83923 -1.19705
H 5.00019 4.20386 -2.00382
H 3.31026 4.28270 -1.39334
H 3.74917 3.20147 -2.78845
H 2.95261 3.32764 2.72487
H 4.75931 3.83057 2.94328
H 4.15468 2.31021 3.54679
O -1.72656 -4.76220 7.95403
C -0.55820 -4.66761 7.81297
O 0.11333 -4.24703 6.74335
C -0.68891 -3.92062 5.59428
C 0.15770 -3.60458 4.38000
C 0.29714 -5.02532 9.03420
H -1.33174 -3.03209 5.73565
H -1.36716 -4.73593 5.43482
H -0.45254 -3.53236 3.44119
H 0.89062 -4.40302 4.23477
H 0.68639 -2.63638 4.37938
H 0.61708 -4.18180 9.64165
H 1.20828 -5.48890 8.72244
H -0.26595 -5.75265 9.67372
O 5.88151 -1.89877 -3.71351
C 6.13218 -1.20510 -2.77323
O 7.00352 -0.16652 -2.79337
C 7.79185 0.02206 -3.99034
C 8.45124 1.40019 -3.89871
C 5.34078 -1.29184 -1.46300
H 7.08081 -0.11856 -4.83797
H 8.52855 -0.76047 -3.99872
H 8.99204 1.54571 -4.82711
H 9.14471 1.41562 -3.04736
H 7.65571 2.15907 -3.79047
H 4.41091 -0.70472 -1.47150
H 5.99322 -0.97006 -0.66240
H 5.11559 -2.38636 -1.39714
O -0.57691 -4.72618 0.55963
C -0.93669 -5.06096 -0.50667
O -0.24866 -4.73016 -1.67535
C 0.95317 -3.99500 -1.47549
C 1.57544 -3.67271 -2.81975
C -2.20137 -5.86570 -0.81632
H 1.66196 -4.62160 -0.92359
H 0.83560 -3.10488 -0.82514
H 1.69415 -4.62334 -3.34462
H 2.56637 -3.25846 -2.68934
H 0.95615 -3.01727 -3.39875
H -2.40998 -5.70258 -1.85897
H -2.99064 -5.61162 -0.14508
H -2.00464 -6.94578 -0.67945
*
```

=====

No. 3
Formula: C62H81BClF2InN8O3
Source: OMol25
Level of theory: ωB97M-V with the def2-TZVPD basis set

Results
HOMO   -0.251 Eh
Calculated total energy   -3949.98233 Eh
Max |F|   0.65 eV/Å

Structure (ORCA input):
```
! wB97M-V def2-TZVPD RIJCOSX def2/J DEFGRID3
* xyz 0 1
In -0.26907 -0.02929 0.15591
C -2.48338 -0.06967 5.67493
C -1.40375 0.88535 5.13811
C -1.45643 2.18762 5.93462
C -0.06641 0.17122 5.20055
C 0.75147 0.36521 6.30322
C 1.86161 -0.42588 6.51255
C 2.11064 -1.46649 5.64728
C 1.32626 -1.70432 4.51609
C 1.64333 -2.95071 3.73253
C 0.94982 -4.17721 4.35373
C 3.14859 -3.25908 3.65116
C 0.26658 -0.80213 4.23017
N -0.57307 -0.81951 3.03496
C -1.43976 -1.77595 2.99574
C -2.56121 -2.05600 2.10510
C -3.25090 -3.22689 2.50725
C -4.51009 -3.54497 2.08596
C -5.17236 -2.60188 1.28698
C -4.53643 -1.47861 0.83686
C -3.15091 -1.20032 1.09021
N -2.53612 -0.18836 0.42667
C -3.41317 0.66165 -0.33337
C -3.78429 0.34693 -1.66327
C -4.74000 1.14266 -2.28893
C -5.29170 2.25035 -1.67240
C -4.87493 2.59088 -0.40200
C -3.94780 1.81040 0.28040
C -3.59060 2.20072 1.69896
C -3.30884 3.69841 1.84223
C -4.70495 1.77666 2.65942
C -3.17951 -0.81095 -2.45427
C -3.90582 -2.14564 -2.25533
C -3.14038 -0.52371 -3.95884
H -3.43057 0.45299 5.80392
H -2.17836 -0.46703 6.64549
H -2.65304 -0.90684 4.99881
H -1.63946 1.09237 4.09287
H -1.46138 1.99099 7.00855
H -2.37634 2.72548 5.70304
H -0.61476 2.84581 5.71749
H 0.50184 1.12586 7.03085
H 2.49548 -0.26473 7.37535
H 2.92803 -2.14206 5.86604
H 1.27316 -2.81461 2.72495
H 1.10667 -4.20109 5.43508
H 1.36218 -5.09216 3.93232
H -0.12321 -4.19444 4.16709
H 3.50651 -3.74597 4.56162
H 3.74323 -2.36619 3.49166
H 3.34437 -3.93967 2.82572
H -1.43352 -2.46179 3.84627
H -2.75410 -3.87942 3.21752
H -4.99894 -4.45253 2.41098
H -6.20875 -2.76208 1.01306
H -5.08853 -0.78558 0.21984
H -5.06381 0.89814 -3.29085
H -6.03039 2.85082 -2.18859
H -5.29472 3.46645 0.07719
H -2.68326 1.65423 1.95997
H -4.20328 4.29709 1.65933
H -2.53581 4.01916 1.14813
H -2.97670 3.92014 2.85902
H -5.66230 2.19199 2.33508
H -4.50327 2.13945 3.66789
H -4.80297 0.69042 2.69817
H -2.15756 -0.95977 -2.10834
H -4.97307 -2.04347 -2.47214
H -3.79347 -2.52022 -1.24304
H -3.48736 -2.89048 -2.93708
H -4.14283 -0.48071 -4.38830
H -2.62196 -1.33758 -4.46400
H -2.62950 0.41293 -4.19190
C 6.33474 -0.14969 -0.77854
N 5.10246 0.43711 -1.28327
C 5.02380 0.41796 -2.72090
C 3.91734 0.23474 -0.56565
N 2.85533 -0.39528 -0.94812
C 2.95664 -1.58801 -1.67363
C 3.96337 -2.45642 -1.27708
C 4.11579 -3.74665 -1.79251
C 3.22223 -4.21641 -2.69588
C 2.14895 -3.40458 -3.13193
C 1.23376 -3.96958 -4.05074
C 0.19839 -3.23896 -4.53401
C 0.04880 -1.90921 -4.13449
C 0.88797 -1.30006 -3.22576
N 0.62635 0.04662 -2.89353
C 0.40896 0.89081 -3.85690
N 0.83465 0.78503 -5.17626
C -0.02447 1.22678 -6.25841
C 1.89781 -0.07327 -5.63410
N -0.30339 2.04664 -3.65266
C 0.15939 3.32188 -4.15329
C -1.36980 2.12593 -2.68445
C 1.99252 -2.05542 -2.65978
N 3.92091 0.85090 0.66423
C 4.98222 1.73153 1.10477
C 3.18417 0.22970 1.74673
H 6.50197 -1.13478 -1.22840
H 6.28796 -0.27829 0.29888
H 7.18678 0.49357 -1.01361
H 5.86022 0.99188 -3.12715
H 4.09062 0.88702 -3.02456
H 5.07359 -0.59908 -3.12285
H 4.62110 -2.13372 -0.47974
H 4.92297 -4.37427 -1.43473
H 3.29118 -5.22724 -3.07777
H 1.37808 -5.00009 -4.35045
H -0.50717 -3.67138 -5.23341
H -0.76525 -1.32114 -4.53154
H -0.92070 1.69789 -5.86632
H -0.32229 0.36488 -6.86649
H 0.49110 1.93826 -6.91129
H 2.47760 -0.43216 -4.80280
H 2.55092 0.48675 -6.31172
H 1.50447 -0.94545 -6.16773
H -0.64370 3.85487 -4.67203
H 0.98877 3.18231 -4.84101
H 0.50090 3.94358 -3.31878
H -1.47070 1.17140 -2.17898
H -2.31874 2.35839 -3.17868
H -1.18175 2.90087 -1.94588
H 5.43480 2.23434 0.25463
H 5.76471 1.19828 1.65698
H 4.57004 2.47729 1.78577
H 2.74974 0.98640 2.39578
H 2.39240 -0.39144 1.33836
H 3.85635 -0.38220 2.35787
Cl -0.50816 -8.64397 -0.05628
C -0.39732 -6.90891 -0.07218
C 0.67940 -6.29362 0.54228
C 0.76092 -4.91015 0.52535
C -0.21195 -4.15878 -0.10137
C -1.29145 -4.79199 -0.71007
C -1.38934 -6.17175 -0.69745
C -0.12886 -2.67009 -0.13634
O -0.93827 -2.04633 -0.84955
O 0.72455 -2.03798 0.56308
H 1.44172 -6.89228 1.02222
H 1.58716 -4.40661 0.98530
H -2.04958 -4.18674 -1.18928
H -2.22267 -6.67617 -1.16620
F 1.13281 2.43812 -1.11373
B 0.46384 2.17201 0.05087
F -0.60630 3.03647 0.25256
C 2.46685 4.66778 1.97008
C 1.15017 4.41366 2.70209
C 0.98331 2.92292 2.50266
O 1.51719 2.66805 1.15559
C 2.26264 3.86565 0.70411
H 3.30141 4.27278 2.55288
H 2.65336 5.71780 1.75321
H 0.33466 4.94902 2.21251
H 1.17477 4.68672 3.75447
H -0.04057 2.56637 2.53336
H 1.59334 2.34560 3.19524
H 1.63787 4.40182 -0.00655
H 3.15834 3.51483 0.20447
*
```